Entry from OMol25: a molecular structure, C9H16N2ReS3 at a distorted geometry (wB97M-V/def2-TZVPD).

Element x y z (Å)
Re: -0.189 -0.781 -0.776
C: -0.242 1.015 1.974
C: 0.474 1.978 1.048
S: 0.149 1.647 -0.737
C: 1.807 1.748 -1.508
C: 2.822 0.770 -0.945
S: 2.193 -0.956 -0.925
C: 2.635 -1.595 0.732
C: 1.932 -0.873 1.872
S: 0.098 -0.763 1.672
H: -1.328 1.106 1.901
H: 0.015 1.231 3.015
H: 1.549 2.016 1.215
H: 0.096 2.988 1.233
H: 2.167 2.776 -1.398
H: 1.630 1.600 -2.577
H: 3.164 1.027 0.057
H: 3.708 0.773 -1.586
H: 3.720 -1.509 0.849
H: 2.410 -2.664 0.708
H: 2.320 0.130 2.037
H: 2.091 -1.432 2.799
N: -4.227 -1.923 -1.330
C: -4.523 -0.616 -1.292
C: -3.284 0.055 -1.031
N: -2.291 -0.862 -0.918
C: -2.907 -2.076 -1.115
H: -4.910 -2.672 -1.500
H: -5.522 -0.213 -1.446
H: -3.137 1.124 -0.933
H: -2.422 -3.049 -1.094

Properties
multiplicity: 4
HOMO level (alpha / beta): -24.1 / -23.8 eV
max |F|: 2.5 eV/A
<S²>: 3.789
total energy: -1733.085254 hartree
lowest unoccupied orbital energy (alpha / beta): -16.17 / -18.41 eV
charge: +4

Entry from OMol25: a molecular structure, C23H31MnN3O3SSbSi at a distorted geometry (wB97M-V/def2-TZVPD).

Element x y z (Å)
Mn: -0.066 -0.617 -0.764
O: 3.183 0.122 1.217
C: 2.333 0.037 0.390
O: 1.024 -0.044 0.608
C: 2.630 -0.036 -1.091
C: 3.910 0.101 -1.609
C: 4.069 0.009 -2.963
C: 2.950 -0.191 -3.797
C: 3.062 -0.270 -5.205
C: 1.953 -0.429 -5.976
C: 0.676 -0.527 -5.372
C: 0.535 -0.479 -4.017
C: 1.676 -0.309 -3.204
N: 1.571 -0.252 -1.838
H: 4.727 0.267 -0.920
H: 5.053 0.094 -3.411
H: 4.047 -0.200 -5.655
H: 2.042 -0.477 -7.054
H: -0.202 -0.638 -5.996
H: -0.439 -0.542 -3.556
S: -0.460 2.765 1.503
C: -1.372 3.518 2.666
N: -1.479 4.898 2.655
C: -2.229 5.610 3.520
C: -2.920 4.966 4.484
C: -2.770 3.561 4.513
N: -2.050 2.866 3.667
H: -0.945 5.362 1.936
H: -2.232 6.684 3.396
H: -3.537 5.494 5.193
H: -3.273 2.987 5.287
C: -1.756 -3.614 2.744
Sb: -0.883 -1.817 1.994
C: -2.280 -0.445 2.814
C: 0.637 -1.615 3.463
H: -1.829 -3.505 3.828
H: -1.118 -4.465 2.504
H: -2.748 -3.774 2.319
H: -2.411 -0.690 3.870
H: -3.234 -0.536 2.294
H: -1.895 0.572 2.711
H: 0.138 -1.622 4.433
H: 1.176 -0.680 3.317
H: 1.331 -2.452 3.398
C: -2.439 4.761 -1.523
Si: -2.082 3.429 -2.743
C: -3.624 2.812 -3.557
C: -0.835 3.980 -3.992
C: -1.347 1.955 -1.892
C: -0.864 0.961 -1.397
H: -2.909 5.608 -2.034
H: -1.518 5.114 -1.049
H: -3.118 4.413 -0.740
H: -4.141 3.616 -4.091
H: -4.312 2.397 -2.814
H: -3.387 2.021 -4.277
H: -1.217 4.832 -4.565
H: -0.599 3.172 -4.695
H: 0.096 4.287 -3.503
C: -1.586 -2.748 -2.359
O: -0.944 -1.920 -1.403
H: -2.147 -3.514 -1.827
H: -0.846 -3.225 -2.998
H: -2.269 -2.163 -2.973

Properties
multiplicity: 4
HOMO level (alpha / beta): -10.2 / -10.2 eV
max |F|: 2.0 eV/A
<S²>: 4.224
total energy: -3363.651289 hartree
lowest unoccupied orbital energy (alpha / beta): -5.62 / -3.73 eV
charge: +1